(1)
ORCA calculation (ωB97M-V/def2-TZVPD) on a structure of composition C46H34BrN5O2PPd.

Properties
Expectation value of S² ... 6.07
2S+1 ... 5
HOMO (spin up / spin down) ... -0.559 / -0.560 hartree
Net charge ... +3

Structure (XYZ):
```
90
Properties=species:S:1:pos:R:3:lowdin_charge:R:1
Pd 0.080 1.703 0.150 1.102
Br 6.575 5.760 0.934 0.973
C 5.228 4.535 0.721 -0.653
C 5.549 3.174 0.481 -0.062
C 4.557 2.267 0.304 0.069
C 3.169 2.679 0.347 -0.291
O 2.268 1.830 0.215 -0.090
C 2.868 4.079 0.548 -0.092
C 1.516 4.582 0.371 -0.031
N 0.511 3.917 -0.065 0.043
C -0.623 4.678 -0.472 -0.209
C -0.529 5.874 -1.128 0.012
C -1.688 6.625 -1.425 -0.023
C -2.915 6.163 -1.056 0.008
C -3.036 4.916 -0.395 -0.131
C -4.271 4.408 0.061 0.033
C -4.293 3.236 0.758 -0.016
C -3.094 2.531 0.941 -0.110
N -1.927 2.943 0.491 0.053
C -1.881 4.156 -0.134 -0.163
C 3.884 4.970 0.759 -0.032
H 6.588 2.875 0.441 0.125
H 4.767 1.220 0.119 0.120
H 1.382 5.647 0.560 0.149
H 0.439 6.242 -1.448 0.129
H -1.589 7.576 -1.931 0.126
H -3.810 6.739 -1.258 0.133
H -5.182 4.963 -0.129 0.138
H -5.210 2.837 1.167 0.121
H -3.110 1.600 1.489 0.102
H 3.664 6.018 0.923 0.129
N -5.288 -3.101 -1.520 0.211
C -6.202 -4.079 -1.145 -0.136
C -7.198 -4.725 -1.798 0.060
C -7.968 -5.621 -1.013 0.064
C -7.744 -5.832 0.380 -0.015
C -6.750 -5.178 1.030 0.068
C -5.963 -4.246 0.265 -0.158
N -5.006 -3.432 0.685 0.229
C -4.605 -2.753 -0.418 -0.180
C -3.548 -1.738 -0.366 -0.109
C -3.147 -1.015 -1.482 0.033
C -2.160 -0.056 -1.336 -0.078
N -1.588 0.201 -0.162 -0.057
C -1.948 -0.512 0.909 -0.117
C -2.924 -1.487 0.855 0.046
H -5.149 -2.753 -2.456 0.179
H -7.423 -4.570 -2.846 0.139
H -8.761 -6.175 -1.501 0.137
H -8.372 -6.534 0.910 0.132
H -6.524 -5.351 2.074 0.139
H -3.570 -1.176 -2.465 0.123
H -1.816 0.517 -2.187 0.132
H -1.429 -0.305 1.835 0.123
H -3.200 -2.050 1.736 0.131
O 0.794 -0.460 -0.027 -0.428
P 2.182 -1.112 0.155 0.865
C 3.308 -0.664 -1.172 -0.288
C 2.982 0.361 -2.058 -0.099
C 3.850 0.695 -3.088 -0.056
C 5.050 0.010 -3.233 -0.050
C 5.378 -1.017 -2.359 -0.048
C 4.502 -1.366 -1.340 -0.075
C 2.895 -0.740 1.764 -0.291
C 2.085 -0.164 2.739 -0.086
C 2.584 0.090 4.007 -0.055
C 3.903 -0.226 4.309 -0.049
C 4.724 -0.781 3.338 -0.049
C 4.223 -1.040 2.069 -0.087
C 1.991 -2.889 0.041 -0.276
C 1.151 -3.356 -0.975 -0.079
C 0.973 -4.717 -1.156 -0.067
C 1.637 -5.620 -0.333 -0.054
C 2.466 -5.162 0.678 -0.052
C 2.645 -3.798 0.870 -0.059
H 2.046 0.888 -1.947 0.085
H 3.592 1.482 -3.784 0.114
H 5.719 0.262 -4.045 0.118
H 6.305 -1.561 -2.483 0.119
H 4.738 -2.207 -0.698 0.107
H 1.054 0.067 2.508 0.079
H 1.945 0.523 4.767 0.114
H 4.289 -0.049 5.305 0.119
H 5.754 -1.020 3.571 0.119
H 4.877 -1.465 1.318 0.100
H 0.653 -2.649 -1.629 0.104
H 0.331 -5.079 -1.949 0.109
H 1.513 -6.685 -0.488 0.117
H 2.972 -5.866 1.325 0.118
H 3.281 -3.459 1.677 0.103
```


(2)
ORCA calculation (ωB97M-V/def2-TZVPD) on a structure of composition H3O4SSi.

Properties
2S+1 ... 1
HOMO ... -0.218 hartree
Net charge ... -1

Structure (XYZ):
```
9
Properties=species:S:1:pos:R:3:lowdin_charge:R:1
O -0.839 -1.160 1.662 -0.339
O -2.451 0.569 1.403 -0.304
O -0.177 1.221 1.960 -0.332
O -0.530 0.354 -0.841 -0.538
Si 0.895 -0.155 -1.197 0.261
S -1.082 0.240 1.393 0.527
H 1.972 0.807 -0.839 -0.090
H 1.127 -1.640 -0.861 -0.074
H 1.083 -0.235 -2.681 -0.111
```